1.
Below is a cluster of 2 separate species, C5H7Cl2N in total at a distorted geometry, with properties calculated with ωB97M-V with the def2-TZVPD basis set.

```
15
C5H7Cl2N | the OMol25 dataset | ωB97M-V with the def2-TZVPD basis set
C -1.471 -1.817 0.076
C -0.092 -1.603 0.589
C 0.754 -0.855 -0.086
Cl 2.417 -0.699 0.397
Cl 0.461 -0.686 -1.749
H -1.511 -2.131 -0.886
H -1.925 -0.823 0.276
H -2.000 -2.639 0.578
H 0.260 -1.655 1.658
C 0.865 2.417 -0.385
C -0.170 1.699 0.329
N -1.041 1.145 0.830
H 0.603 3.483 -0.469
H 1.022 2.009 -1.411
H 1.829 2.157 0.253
```

For the total energy, the calculation gives -1169.78872 a.u. The strongest force on any atom is 3.8 eV Å⁻¹. As for the multiplicity: 1. The gap between HOMO and LUMO comes out at 9.681 eV. The HOMO energy is -0.33394 Ha. The LUMO energy comes out at 0.6 eV.

2.
Below is a cluster of 2 separate species, C5H13NP in total at a distorted geometry, with properties calculated with ωB97M-V with the def2-TZVPD basis set.

```
20
C5H13NP | the OMol25 dataset | ωB97M-V with the def2-TZVPD basis set
C 4.390 -2.276 -0.102
C -0.943 -0.784 0.552
C -1.998 0.596 -0.984
C -1.256 1.486 1.154
C 0.413 0.870 -0.456
N -0.996 0.534 0.074
P 3.070 -1.309 -0.065
H 5.256 -1.932 -0.658
H 4.423 -3.273 0.368
H 0.042 -0.997 1.115
H -1.837 -1.124 1.187
H -0.912 -1.523 -0.347
H -1.475 0.312 -1.896
H -2.893 0.142 -0.793
H -2.248 1.685 -1.179
H -1.391 2.579 0.611
H -2.203 1.265 1.588
H -0.445 1.591 1.860
H 0.628 0.246 -1.252
H 0.376 1.912 -0.775
```

For the total energy, the calculation gives -593.95001 a.u. The strongest force on any atom is 6.0 eV Å⁻¹. As for the multiplicity: 1. The gap between HOMO and LUMO (spin up / spin down) comes out at 8.984 / 5.473 eV. The HOMO energy (spin up / spin down) is -0.47079 / -0.41106 Ha. The LUMO energy (spin up / spin down) comes out at -3.8 / -5.7 eV. As for the charge: +1.